No. 1
The following is a quantum chemistry calculation of the ion C4H6N2 with charge +2 in a non-equilibrium geometry, from OMol25.

XYZ file:
```
12
Properties=species:S:1:pos:R:3:forces:R:3:nbo_charge:R:1
C 1.7795 0.3477 0.1398 2.549 3.296 -0.132 -0.024
C 0.4563 0.9147 0.0151 0.092 -0.388 0.747 0.345
C -1.2218 -1.0685 0.1673 0.271 4.395 -1.216 0.504
C -2.1275 0.0038 -0.1287 -1.900 0.517 -0.933 -0.248
N 2.1376 -0.8187 -0.1012 1.403 -2.829 -1.011 -0.325
N -0.5974 0.0952 0.0997 -2.468 0.537 0.064 -0.325
H 2.5072 1.2368 0.2933 -0.582 -1.366 0.003 0.281
H 0.3498 2.0511 -0.0097 -0.303 -1.632 -0.045 0.323
H -0.9318 -2.0192 0.3314 0.751 -3.499 0.859 0.285
H -3.0154 0.3348 0.5284 1.893 -0.339 0.017 0.353
H -2.4914 0.2353 -1.1857 0.963 -0.625 0.906 0.336
H 3.1549 -1.3130 -0.1497 -2.670 1.934 0.741 0.496
```
Forces are in eV/Å.

Properties
energy: -264.559799 a.u.
relative energy (zero: lowest compared OMol25 entry of this formula, charge and spin): 128.2 kcal/mol
charge: +2
LUMO energy (alpha / beta): -13.8 / -13.5 eV
Kohn-Sham gap (alpha / beta): 6.041 / 7.008 eV

***

No. 2
The following is a quantum chemistry calculation of a cluster of 2 separate species, C4H11NO2 in total in a non-equilibrium geometry, from OMol25.

XYZ file:
```
18
Properties=species:S:1:pos:R:3:forces:R:3:nbo_charge:R:1
C 1.3374 -0.0236 0.7767 -0.043 -0.017 1.023 -0.529
C 1.7877 0.6968 -0.4722 0.539 1.741 -0.041 -0.768
C 0.3026 -1.1184 0.7050 0.497 -0.041 0.046 0.680
N -0.8726 -0.7545 0.1333 -0.296 -0.606 0.674 -0.639
C -1.9061 -1.7561 -0.0465 -0.681 0.925 -1.246 -0.436
O 0.5197 -2.2379 1.1520 0.039 -0.264 -0.243 -0.671
H 0.9125 0.6898 1.5058 -0.099 0.238 -0.443 0.208
H 2.1898 -0.4036 1.3406 0.022 -0.317 -0.236 0.217
H 2.0025 1.7347 -0.1647 0.086 -0.072 0.035 0.182
H 2.7272 0.3987 -0.9362 -0.067 -0.719 0.143 0.193
H 1.0707 0.9033 -1.2495 -0.561 -0.590 -0.120 0.232
H -1.1739 0.2022 0.2883 0.232 0.204 -0.686 0.426
H -2.8474 -1.4856 0.4417 0.311 -0.308 0.576 0.185
H -1.5568 -2.7595 0.1312 0.108 -0.074 0.598 0.225
H -2.1960 -1.7311 -1.1001 0.050 -0.080 -0.244 0.179
H -1.0103 2.5133 -1.6000 0.120 0.166 0.006 0.362
H -0.2682 2.8179 -0.2609 -0.127 0.126 -0.220 0.336
O -1.0188 2.3135 -0.6447 -0.130 -0.310 0.378 -1.383
```
Forces are in eV/Å.

Properties
energy: -364.212036 a.u.
<S²>: 0.750
relative energy (zero: lowest compared OMol25 entry of this formula, charge and spin): 16.7 kcal/mol
charge: -1
LUMO energy (alpha / beta): 3.7 / 3.6 eV
spin multiplicity: 2
Kohn-Sham gap (alpha / beta): 3.000 / 9.693 eV

***

No. 3
The following is a quantum chemistry calculation of a cluster of 2 separate species, C6H8 in total, from OMol25.

XYZ file:
```
14
Properties=species:S:1:pos:R:3:forces:R:3:nbo_charge:R:1
C 1.3523 -0.0273 1.1455 -0.031 0.044 0.051 -0.242
C 0.9369 1.0794 0.4509 0.001 -0.034 -0.043 -0.186
C -0.2469 0.7437 -0.3285 0.277 0.123 -0.182 -0.308
C -1.6777 0.1955 0.1849 -0.257 -0.104 0.072 -0.319
C -0.5288 -0.6539 0.0385 -0.021 0.090 0.139 -0.058
C 0.3684 -1.0613 0.9929 -0.025 0.026 -0.002 -0.214
H 2.2291 -0.0818 1.7830 -0.148 0.017 -0.049 0.216
H 1.4974 2.0014 0.3341 -0.043 -0.136 -0.009 0.214
H -0.3483 1.1422 -1.3336 -0.038 -0.039 0.164 0.250
H -2.0824 0.4254 1.1708 0.107 -0.069 -0.065 0.211
H -2.3867 0.3287 -0.6301 0.143 0.003 0.113 0.222
H 0.2397 -1.8976 1.6717 -0.004 0.106 -0.110 0.219
H 0.4578 -0.9768 -3.0649 0.008 -0.031 -0.059 -0.016
H 0.1892 -1.2177 -2.4153 0.031 0.006 -0.020 0.010
```
Forces are in eV/Å.

Properties
energy: -233.266428 a.u.
relative energy (zero: lowest compared OMol25 entry of this formula, charge and spin): 75.7 kcal/mol
structure (SMILES): C1=C[C@@H]2CC2=C1.[H][H]
charge: 0
LUMO energy: 0.6 eV
Kohn-Sham gap: 9.133 eV